[1]
Here is C35H37BrP2Ti as an isolated structure in a non-equilibrium geometry from the Open Molecules 2025 dataset. Energies are from ωB97M-V/def2-TZVPD.

Geometry as ORCA input:
```
! RIJCOSX wB97M-V def2-TZVPD def2/J DEFGRID3
* xyz 0 3
Ti -2.034 0.304 -3.966
C -0.020 1.949 0.306
C -0.532 2.303 -0.887
C 0.073 3.322 -1.742
C 1.086 2.919 -2.781
C 1.534 1.523 -2.667
C 2.136 1.014 -1.572
C 2.417 1.823 -0.365
C 1.415 1.962 0.786
C -3.429 -1.206 -3.863
H -0.755 1.640 1.103
H -1.562 2.004 -1.018
H 0.367 4.071 -1.037
H -0.677 3.872 -2.221
H 0.812 3.238 -3.764
H 2.024 3.513 -2.584
H 1.743 0.997 -3.647
H 2.464 0.017 -1.500
H 2.701 2.841 -0.592
H 3.280 1.413 0.106
H 1.546 1.165 1.525
H 1.707 2.861 1.339
H -3.623 -1.718 -2.963
H -3.191 -1.829 -4.664
H -4.377 -0.756 -4.132
P -4.703 2.940 -6.324
P -2.750 1.261 -8.350
C -3.476 3.747 -7.381
C -2.482 2.970 -7.897
C -6.153 3.989 -6.966
C -5.965 5.254 -7.567
C -7.041 5.992 -8.037
C -8.325 5.439 -7.992
C -8.504 4.122 -7.554
C -7.423 3.394 -7.042
C -4.150 3.533 -4.709
C -2.991 2.956 -4.164
C -2.669 3.107 -2.847
C -3.383 3.940 -1.969
C -4.394 4.686 -2.562
C -4.775 4.475 -3.902
C -2.914 1.394 -10.246
C -4.011 2.052 -10.851
C -4.242 1.813 -12.224
C -3.318 1.077 -12.988
C -2.087 0.716 -12.425
C -1.876 0.906 -11.064
C -1.011 0.808 -8.181
C -0.830 -0.590 -8.099
C 0.429 -1.101 -7.815
C 1.531 -0.249 -7.653
C 1.381 1.084 -8.035
C 0.121 1.624 -8.316
H -3.773 4.705 -7.808
H -1.684 3.540 -8.385
H -4.986 5.725 -7.756
H -6.876 7.006 -8.415
H -9.180 6.079 -8.253
H -9.511 3.700 -7.601
H -7.588 2.361 -6.726
H -2.320 2.347 -4.829
H -1.830 2.526 -2.506
H -3.147 3.997 -0.902
H -4.902 5.434 -1.954
H -5.599 5.047 -4.336
H -4.655 2.762 -10.295
H -5.151 2.180 -12.709
H -3.539 0.766 -14.015
H -1.305 0.261 -13.023
H -0.870 0.702 -10.666
H -1.681 -1.241 -8.299
H 0.533 -2.177 -7.677
H 2.450 -0.607 -7.212
H 2.257 1.737 -8.084
H 0.075 2.643 -8.666
Br -0.696 -0.526 -2.184
*
```

Properties
* orbital gap (spin up / spin down): 6.56 / 7.68 eV
* LUMO energy (spin up / spin down): -0.0017 / -0.0040 Eh



[2]
Here is an isolated ion of composition C7H15O2 and charge +1 in a non-equilibrium geometry from the Open Molecules 2025 dataset. Energies are from ωB97M-V/def2-TZVPD.

Geometry as ORCA input:
```
! RIJCOSX wB97M-V def2-TZVPD def2/J DEFGRID3
* xyz 1 1
C -2.052 0.168 -0.121
C -1.208 -0.875 -0.772
C 1.118 -0.234 -0.008
C -3.390 -0.382 0.290
C 1.230 -0.924 1.416
C 2.356 -0.561 -0.842
C 1.491 2.119 -0.189
O 0.021 -1.112 -0.740
O 0.557 1.005 -0.010
H -2.411 0.930 -0.880
H -1.514 0.736 0.507
H -1.640 -1.581 -1.529
H -3.762 -1.099 -0.478
H -4.114 0.390 0.494
H -3.169 -0.985 1.190
H 1.733 -0.159 1.900
H 1.461 -1.977 1.660
H 0.219 -0.839 1.820
H 2.435 -0.114 -1.858
H 2.280 -1.608 -1.095
H 3.241 -0.207 -0.239
H 1.911 2.261 -1.248
H 0.987 2.966 0.198
H 2.219 2.083 0.535
*
```

Properties
* orbital gap: 10.30 eV
* LUMO energy: -0.1688 Eh



[3]
Here is a 2-piece molecular cluster, C6H14N2O2 overall in a non-equilibrium geometry from the Open Molecules 2025 dataset. Energies are from ωB97M-V/def2-TZVPD.

Geometry as ORCA input:
```
! RIJCOSX wB97M-V def2-TZVPD def2/J DEFGRID3
* xyz 1 2
C 2.406 1.279 0.081
C -1.059 2.866 0.296
C 1.211 2.064 0.537
O 1.095 2.372 1.706
N 0.043 1.965 -0.231
H 2.992 0.969 0.946
H 0.183 2.001 -1.235
H -1.947 2.857 -0.341
H 2.138 0.553 -0.677
H 3.192 1.952 -0.295
H -1.579 2.145 0.943
H -0.514 3.743 0.603
C -2.297 -0.981 -0.270
C 0.952 -2.952 -0.090
C -0.346 -2.436 -0.602
O -0.900 -2.873 -1.571
N -1.025 -1.445 0.186
H -0.676 -1.073 1.071
H -3.197 -1.199 0.314
H 1.103 -2.874 0.991
H -2.262 0.120 -0.196
H -2.332 -1.239 -1.323
H 1.046 -3.990 -0.390
H 1.825 -2.399 -0.452
*
```

Properties
* orbital gap (spin up / spin down): 9.45 / 4.02 eV
* LUMO energy (spin up / spin down): -0.1309 / -0.3298 Eh



[4]
Here is a 2-piece molecular cluster, C3H10OS2 overall in a non-equilibrium geometry from the Open Molecules 2025 dataset. Energies are from ωB97M-V/def2-TZVPD.

Geometry as ORCA input:
```
! RIJCOSX wB97M-V def2-TZVPD def2/J DEFGRID3
* xyz 0 1
S 0.724 -1.613 -1.476
S -0.608 0.454 0.326
C 0.296 -2.958 -0.357
C -0.066 1.728 1.477
C 0.977 -0.348 -0.193
H 1.028 -2.801 0.453
H 0.437 -3.972 -0.767
H -0.719 -2.889 0.068
H -0.933 1.988 2.107
H 0.329 2.652 1.023
H 0.717 1.290 2.120
H 1.623 -0.682 0.641
H 1.460 0.531 -0.662
O -1.893 1.993 -1.898
H -1.334 1.677 -1.152
H -2.038 2.948 -1.711
*
```

Properties
* orbital gap: 9.58 eV
* LUMO energy: 0.0262 Eh
* SMILES string: CSCSC.O



[5]
Here is a 2-piece molecular cluster, C4H10FP overall in a non-equilibrium geometry from the Open Molecules 2025 dataset. Energies are from ωB97M-V/def2-TZVPD.

Geometry as ORCA input:
```
! RIJCOSX wB97M-V def2-TZVPD def2/J DEFGRID3
* xyz 0 1
C -3.138 0.279 -0.841
C 2.230 -0.060 1.561
C -3.213 1.579 -1.234
C 2.339 -1.187 0.594
F -0.123 -1.174 -0.530
P 1.341 -0.863 -1.014
H -3.721 -0.415 -1.429
H 1.317 0.558 -0.811
H -2.408 -0.266 -0.249
H 2.433 0.862 0.934
H 1.286 0.003 1.998
H 3.075 -0.101 2.197
H -2.709 2.286 -0.578
H -3.960 1.891 -1.953
H 1.981 -2.042 1.137
H 3.267 -1.350 0.218
*
```

Properties
* orbital gap: 10.28 eV
* LUMO energy: 0.0402 Eh
* SMILES string: CCPF.C=C



[6]
Here is C17H28O as an isolated structure in a non-equilibrium geometry from the Open Molecules 2025 dataset. Energies are from ωB97M-V/def2-TZVPD.

Geometry as ORCA input:
```
! RIJCOSX wB97M-V def2-TZVPD def2/J DEFGRID3
* xyz 0 1
C 6.263 -1.664 1.238
C 6.645 -0.536 0.541
C 6.147 -0.051 -0.836
H 5.466 -0.997 -1.260
C 5.159 0.955 -0.907
C 3.823 0.877 0.155
C 2.703 0.001 -0.406
C 1.717 -0.322 0.305
C 0.566 -1.128 -0.331
C -0.519 -0.351 -0.730
C -1.503 0.370 0.448
C -2.871 0.854 -0.159
C -3.635 0.991 1.000
H -3.192 2.115 1.665
H -3.733 0.332 1.698
C -5.148 1.503 0.786
C -5.748 0.186 0.152
C -6.257 0.009 -1.079
C -6.686 -1.126 -1.165
C -6.687 -1.591 0.306
O -6.098 -0.693 0.832
H -7.056 -2.447 0.847
H -7.240 -1.666 -1.853
H -6.208 0.743 -1.849
H -5.640 2.084 1.278
H -4.961 2.337 -0.111
H -2.568 1.436 -0.702
H -3.252 0.169 -0.686
H -0.996 0.880 1.139
H -1.628 -0.718 1.152
H -0.179 0.665 -1.336
H -1.198 -0.934 -1.525
H 0.270 -1.856 0.491
H 1.016 -1.827 -1.106
H 1.283 0.454 0.947
H 2.277 -0.758 1.216
H 2.348 0.720 -1.536
H 3.243 -0.731 -0.769
H 3.452 1.993 0.359
H 4.047 0.617 1.141
H 5.821 1.863 -0.180
H 4.708 1.490 -1.530
H 6.746 0.000 -1.436
H 7.066 0.072 1.058
H 6.488 -1.839 2.060
H 5.746 -2.478 0.679
*
```

Properties
* orbital gap: 8.75 eV
* LUMO energy: 0.0347 Eh



[7]
Here is C7H16O3 as an isolated structure in a non-equilibrium geometry from the Open Molecules 2025 dataset. Energies are from ωB97M-V/def2-TZVPD.

Geometry as ORCA input:
```
! RIJCOSX wB97M-V def2-TZVPD def2/J DEFGRID3
* xyz 0 1
C 1.147 -0.970 0.204
C -1.785 -0.368 0.753
C 1.252 -1.095 -1.218
C 2.077 -0.056 0.930
C 0.658 -2.148 0.980
O -0.569 0.311 0.575
H -2.578 0.328 1.054
H -2.099 -0.877 -0.170
H -1.715 -1.109 1.556
H 0.375 -1.879 1.995
H 2.043 -0.508 -1.679
H 1.203 -2.115 -1.596
H 0.291 -0.531 -1.656
H 2.362 0.789 0.309
H 2.984 -0.626 1.168
H 1.629 0.292 1.859
H -0.174 -2.643 0.480
H 1.483 -2.868 1.035
C -1.843 2.281 -0.708
C -0.696 1.340 -1.014
O 0.552 1.949 -0.898
O -0.809 0.515 -1.951
H 0.571 2.438 -0.065
H -2.793 1.762 -0.810
H -1.809 3.099 -1.430
H -1.759 2.690 0.300
*
```

Properties
* orbital gap: 8.99 eV
* LUMO energy: 0.0115 Eh



[8]
Here is one molecule with the formula C3H6N2OS2 in a non-equilibrium geometry from the Open Molecules 2025 dataset. Energies are from ωB97M-V/def2-TZVPD.

Geometry as ORCA input:
```
! RIJCOSX wB97M-V def2-TZVPD def2/J DEFGRID3
* xyz 0 1
C -0.678 -0.140 0.049
C 1.715 0.124 0.605
C 0.604 0.801 0.107
H -4.229 0.246 -0.134
H -0.783 -2.138 -0.125
H 2.819 0.579 0.275
H 1.689 0.039 1.732
H 0.292 1.585 0.679
H 1.273 0.746 -1.600
N -1.809 0.258 0.474
N -0.125 -1.283 -0.455
O 0.769 1.501 -1.051
S -3.236 -0.690 -0.271
S 1.697 -1.627 -0.285
*
```

Properties
* orbital gap: 8.32 eV
* LUMO energy: -0.0085 Eh
* SMILES string: O[C@@H]1CSN/C1=N\S



[9]
Here is one molecule with the formula C23H33NO2 from the Open Molecules 2025 dataset. Energies are from ωB97M-V/def2-TZVPD.

Geometry as ORCA input:
```
! RIJCOSX wB97M-V def2-TZVPD def2/J DEFGRID3
* xyz 0 1
C 4.354 -0.419 -0.964
H 5.230 -0.885 -0.513
O 3.522 -0.054 0.108
C 2.332 0.563 -0.171
C 1.866 0.854 -1.444
C 0.632 1.463 -1.610
C -0.165 1.793 -0.525
C 0.322 1.503 0.747
C 1.548 0.906 0.929
H 1.916 0.692 1.919
H -0.275 1.750 1.613
C -1.556 2.368 -0.653
C -2.545 1.187 -0.724
C -2.525 0.413 -2.045
N -3.209 -0.870 -1.985
H -3.932 -0.843 -1.275
C -2.352 -2.027 -1.797
C -1.501 -2.060 -0.546
C -2.085 -2.000 0.716
C -1.317 -2.076 1.857
C 0.068 -2.237 1.773
C 0.661 -2.271 0.517
C -0.122 -2.174 -0.621
H 0.356 -2.204 -1.590
H 1.730 -2.370 0.412
O 0.721 -2.354 2.959
C 2.009 -2.958 3.015
C 2.050 -3.761 4.314
H 1.251 -4.498 4.324
H 3.004 -4.270 4.411
H 1.914 -3.093 5.161
C 3.121 -1.910 2.989
H 4.085 -2.396 3.115
H 3.128 -1.360 2.053
H 2.974 -1.206 3.805
H 2.125 -3.647 2.166
H -1.769 -2.037 2.836
H -3.159 -1.912 0.806
H -1.700 -2.091 -2.675
H -3.006 -2.907 -1.805
H -1.494 0.232 -2.351
H -3.015 1.007 -2.826
H -2.281 0.499 0.084
H -3.560 1.546 -0.536
H -1.773 2.898 0.283
C -1.709 3.392 -1.790
C -3.125 3.964 -1.836
H -3.397 4.385 -0.870
H -3.182 4.757 -2.579
H -3.853 3.203 -2.100
C -0.709 4.533 -1.594
H 0.310 4.155 -1.557
H -0.783 5.248 -2.411
H -0.913 5.055 -0.662
H -1.505 2.909 -2.749
H 0.307 1.685 -2.615
H 2.449 0.613 -2.320
H 4.670 0.454 -1.544
H 3.864 -1.138 -1.628
*
```

Properties
* orbital gap: 8.77 eV
* LUMO energy: 0.0280 Eh
* SMILES string: COc1ccc([C@H](CCNCc2ccc(OC(C)C)cc2)C(C)C)cc1



[10]
Here is a 2-piece molecular cluster, C16H17N overall in a non-equilibrium geometry from the Open Molecules 2025 dataset. Energies are from ωB97M-V/def2-TZVPD.

Geometry as ORCA input:
```
! RIJCOSX wB97M-V def2-TZVPD def2/J DEFGRID3
* xyz 0 1
C 3.388 -1.131 1.943
C 0.156 -2.884 2.702
C 1.265 -2.684 1.871
C 2.210 -1.854 2.552
C 1.596 -1.515 3.733
C -1.069 -3.864 0.917
C -1.012 -3.506 2.247
C 0.076 -3.783 0.091
C 1.225 -3.233 0.578
N 0.392 -2.170 3.849
H -2.004 -4.153 0.457
H -1.861 -3.790 2.856
H -0.090 -3.987 -0.953
H 2.116 -3.119 -0.022
H -0.182 -2.089 4.670
H 2.080 -1.187 4.645
H 3.720 -1.651 1.048
H 4.215 -1.156 2.651
H 3.101 -0.113 1.699
C -1.400 2.828 -4.697
C -1.675 2.292 -0.943
C -1.597 2.050 -2.314
C -1.244 3.518 -0.462
C -1.270 3.060 -3.211
C -0.863 4.529 -1.332
C -0.859 4.286 -2.698
H -2.001 1.512 -0.272
H -1.777 1.038 -2.650
H -1.192 3.677 0.610
H -0.574 5.499 -0.946
H -2.005 1.980 -4.992
H -0.390 2.733 -5.116
H -0.678 5.130 -3.359
H -1.797 3.739 -5.150
*
```

Properties
* orbital gap: 8.56 eV
* LUMO energy: 0.0295 Eh
* SMILES string: Cc1c[nH]c2ccccc12.Cc1ccccc1



[11]
Here is one molecule with the formula C3H9N5 in a non-equilibrium geometry from the Open Molecules 2025 dataset. Energies are from ωB97M-V/def2-TZVPD.

Geometry as ORCA input:
```
! RIJCOSX wB97M-V def2-TZVPD def2/J DEFGRID3
* xyz 0 1
C -0.853 -1.860 0.137
C 1.035 0.043 -1.133
C -0.087 1.140 0.804
H -0.832 -2.611 -0.555
H -1.527 -2.094 0.893
H 0.183 -1.771 0.629
H -1.600 -0.520 -1.220
H 1.731 0.947 -1.189
H 1.896 -1.107 -2.431
H 1.052 2.004 2.123
H 1.217 2.636 0.666
H -2.019 1.046 1.161
N -1.238 -0.474 -0.288
N -0.065 0.289 -0.277
N 1.056 -0.877 -1.935
N 1.162 1.690 1.152
N -1.112 1.520 1.463
*
```

Properties
* orbital gap: 9.89 eV
* LUMO energy: 0.0327 Eh
* SMILES string: [H]/N=C(/N)N(/C=N/[H])NC



[12]
Here is a 6-piece molecular cluster, C37H63O13PS overall in a non-equilibrium geometry from the Open Molecules 2025 dataset. Energies are from ωB97M-V/def2-TZVPD.

Geometry as ORCA input:
```
! RIJCOSX wB97M-V def2-TZVPD def2/J DEFGRID3
* xyz 0 1
C 0.741 -2.652 1.041
O 2.125 -2.426 1.186
C 2.455 -1.101 1.545
C 3.903 -0.796 1.133
C 3.974 0.572 0.449
C 5.382 1.183 0.378
C 5.766 1.677 -1.026
C 4.651 2.398 -1.779
C 3.908 3.483 -0.989
C 2.380 3.328 -1.142
C 1.638 4.162 -0.118
C 0.117 4.054 -0.299
C -0.387 2.595 -0.287
C -1.522 2.246 0.695
O -2.755 2.224 -0.008
C -3.263 0.955 -0.239
O -4.210 0.597 0.385
C -2.645 0.067 -1.247
C -2.184 0.482 -2.492
C -1.646 -0.432 -3.394
C -1.551 -1.785 -3.055
C -1.998 -2.192 -1.799
C -2.533 -1.285 -0.894
O -1.281 0.961 1.261
C -1.917 0.873 2.456
O -1.975 -0.076 3.123
O -2.517 2.076 2.711
C -1.778 3.043 1.995
P -0.372 3.523 3.079
O -1.124 3.534 4.490
O -0.024 5.047 2.760
S 1.168 2.372 3.114
H 0.312 -3.147 1.912
H 0.586 -3.305 0.183
H 0.185 -1.734 0.858
H 2.334 -0.936 2.619
H 1.802 -0.386 1.039
H 4.581 -0.841 1.979
H 4.162 -1.553 0.399
H 3.338 1.265 0.998
H 3.539 0.453 -0.539
H 6.119 0.456 0.711
H 5.445 2.027 1.062
H 6.673 2.275 -0.969
H 6.043 0.803 -1.615
H 5.110 2.889 -2.635
H 3.970 1.677 -2.214
H 4.169 4.481 -1.330
H 4.083 3.409 0.081
H 2.194 2.262 -1.032
H 2.064 3.591 -2.148
H 1.955 3.975 0.901
H 1.896 5.205 -0.326
H -0.059 4.456 -1.294
H -0.434 4.698 0.381
H 0.414 1.880 -0.144
H -0.810 2.388 -1.259
H -2.242 1.522 -2.780
H -1.319 -0.093 -4.363
H -1.132 -2.487 -3.755
H -1.931 -3.239 -1.548
H -2.860 -1.629 0.073
H -2.354 3.923 1.720
H -0.531 3.971 5.118
H 0.892 5.184 3.045
C -5.557 -1.300 5.925
C -5.808 -2.205 4.743
O -6.246 -3.324 4.885
C -5.484 -1.645 3.382
H -5.828 -1.818 6.843
H -4.502 -1.025 5.967
H -6.157 -0.393 5.835
H -4.426 -1.383 3.327
H -6.082 -0.752 3.191
H -5.707 -2.389 2.620
C 9.322 2.622 -2.811
C 8.587 2.184 -4.055
O 7.683 1.385 -4.008
C 9.038 2.793 -5.362
H 8.904 2.113 -1.946
H 10.381 2.374 -2.894
H 9.219 3.700 -2.675
H 10.085 2.550 -5.547
H 8.924 3.877 -5.329
H 8.432 2.396 -6.174
C 0.747 1.676 -5.091
C 2.114 2.289 -5.308
O 2.698 2.842 -4.406
C 2.708 2.176 -6.690
H 0.439 1.831 -4.059
H 0.019 2.145 -5.756
H 0.786 0.605 -5.294
H 2.059 2.666 -7.417
H 2.821 1.126 -6.964
H 3.685 2.653 -6.703
C -2.907 -6.988 -4.491
C -2.383 -6.050 -3.430
O -2.013 -4.931 -3.702
C -2.345 -6.575 -2.015
H -2.882 -6.492 -5.458
H -2.288 -7.886 -4.534
H -3.934 -7.275 -4.262
H -1.704 -7.456 -1.961
H -3.350 -6.845 -1.689
H -1.950 -5.809 -1.352
C -8.603 -4.431 8.926
C -9.260 -4.970 7.675
O -10.177 -5.757 7.737
C -8.712 -4.478 6.360
H -9.084 -4.860 9.802
H -7.544 -4.695 8.934
H -8.700 -3.345 8.960
H -7.661 -4.741 6.267
H -8.812 -3.394 6.295
H -9.267 -4.936 5.544
*
```

Properties
* orbital gap: 9.27 eV
* LUMO energy: 0.0057 Eh
* SMILES string: COCCCCCCCCCCC[C@@]1(OC(=O)c2ccccc2)OC(=O)O[C@H]1P(O)(O)=S.CC(C)=O.CC(C)=O.CC(C)=O.CC(C)=O.CC(C)=O